Entry from the Open Molecules 2025 dataset: C15H28N4OPtS as an isolated structure at a distorted geometry (ωB97M-V/def2-TZVPD).

Summary:
Multiplicity: 5
Gap between HOMO and LUMO (alpha / beta), eV: 7.077 / 6.124
Total energy, eV: -38078.350
HOMO energy (alpha / beta), eV: -13.31 / -15.68
⟨S²⟩: 6.0523
Net charge: +2

Geometry (Å):
Pt 0.566 -0.370 -0.005
S 2.259 0.989 -0.988
O -0.540 0.353 -1.779
N -1.028 -1.540 0.921
N 1.035 -2.536 -0.707
N 1.510 -1.065 1.952
N 0.215 0.955 -2.695
C 0.267 1.953 -4.797
C -0.412 1.297 -3.846
C 1.533 1.288 -2.463
C -1.171 2.766 1.637
C 0.446 -1.130 2.952
C -0.853 -1.734 2.386
C -0.329 -2.949 -1.070
C 2.267 -2.279 1.531
C -1.809 1.407 1.420
C -0.355 3.060 0.471
C 1.643 2.223 -4.633
C 1.624 -3.228 0.505
C -1.261 -2.835 0.158
C -2.260 3.814 1.952
C 2.210 2.039 -3.426
H 3.227 2.415 -3.276
H 0.766 -1.712 3.825
H -0.752 3.145 -0.531
H 1.690 -2.460 -1.482
H -2.303 -2.913 -0.238
H 2.351 -3.953 0.222
H -2.223 1.359 0.380
H 0.685 2.886 0.424
H -2.608 1.124 2.170
H 2.241 -0.391 2.151
H -0.264 2.182 -5.769
H -1.828 -0.979 0.845
H -1.510 1.086 -3.773
H -0.690 -2.344 -1.840
H 3.185 -1.890 1.115
H -0.539 2.721 2.551
H -2.469 4.602 1.236
H 2.133 2.615 -5.501
H -0.931 -2.789 2.611
H -3.188 3.281 2.074
H -1.013 0.684 1.592
H 2.526 -2.813 2.441
H 0.868 -3.746 0.987
H -1.168 -3.626 0.877
H -0.365 -3.954 -1.525
H 0.369 -0.093 3.308
H -2.016 4.392 2.857
H -1.733 -1.306 2.789

***

Entry from the Open Molecules 2025 dataset: C15H28N4Pd as an isolated structure (ωB97M-V/def2-TZVPD).

Summary:
Energy relative to the best compared isomer or geometry (same formula, charge and spin), kcal per mole: 0.0
Gap between HOMO and LUMO (alpha / beta), eV: 7.727 / 7.728
Total energy, eV: -25434.114
HOMO energy (alpha / beta), eV: -14.53 / -14.53
Net charge: +2

Geometry (Å):
Pd -1.006 -0.160 0.453
N -1.982 1.565 -0.815
N -0.706 -0.935 -1.648
N -2.959 -1.013 0.060
N 3.258 -1.347 0.619
C -1.707 1.300 -2.234
C 0.818 2.555 2.687
C 2.746 1.743 1.514
C 2.261 -2.093 1.440
C 2.641 -0.154 -0.111
C 2.185 2.596 2.450
C -1.875 -1.779 -2.025
C 0.588 0.823 1.001
C -2.704 -2.181 -0.813
C -0.572 0.297 -2.458
C -3.397 1.425 -0.415
C 4.459 -0.994 1.438
C 0.030 1.694 1.935
C 1.968 0.820 0.806
C -3.888 -0.011 -0.549
H -4.874 -0.089 -0.091
H 0.366 3.217 3.413
H 0.133 -1.485 -1.776
H 3.812 1.800 1.325
H 2.810 3.299 2.983
H -0.534 0.059 -3.525
H -2.481 -1.228 -2.743
H 3.459 0.301 -0.669
H 1.411 -2.354 0.813
H -1.653 2.487 -0.559
H -1.435 2.220 -2.753
H 4.139 -0.392 2.283
H -4.023 -0.268 -1.599
H 2.734 -2.990 1.831
H -3.383 -1.355 0.916
H -3.474 1.754 0.622
H -1.543 -2.681 -2.540
H 0.378 0.760 -2.184
H -1.055 1.723 2.076
H -2.161 -2.916 -0.217
H 1.930 -0.587 -0.812
H -3.636 -2.646 -1.146
H -4.057 2.065 -1.010
H 5.163 -0.444 0.819
H 3.583 -1.979 -0.113
H 4.913 -1.917 1.792
H 1.937 -1.450 2.253
H -2.619 0.948 -2.718

***

Entry from the Open Molecules 2025 dataset: an isolated molecule of C15H28O2 at a distorted geometry (ωB97M-V/def2-TZVPD).

Summary:
Energy relative to the best compared isomer or geometry (same formula, charge and spin), kcal per mole: 39.5
Gap between HOMO and LUMO, eV: 10.589
Total energy, eV: -20103.769
HOMO energy, eV: -9.65
SMILES: CCOC(OCC)[C@@H](C)C[C@H]1C[C@@H]2CC[C@H]1C2

Geometry (Å):
O 1.033 0.883 -1.490
O 2.407 -0.603 -0.300
C -0.954 -0.201 0.902
C 0.573 1.295 -2.764
C -2.304 0.064 0.249
C 3.575 0.214 -0.523
C -2.977 1.384 2.273
C -1.357 -0.364 2.377
C -1.712 1.009 3.013
C 0.424 2.793 -2.756
C 0.189 -1.406 -1.135
C 0.590 -2.791 -1.588
C 1.432 -0.492 -1.373
C 4.535 0.030 0.659
C -2.731 -0.965 2.334
C -3.298 0.134 1.417
C -0.312 -1.480 0.304
H 0.925 -2.823 -2.652
H 1.870 -0.747 -2.348
H 4.081 -0.127 -1.437
H 1.381 3.288 -2.804
H 3.396 1.296 -0.642
H -2.554 -0.774 -0.414
H -1.108 -2.235 0.352
H 0.513 -1.829 0.926
H 1.399 -3.192 -0.958
H -0.650 -1.056 -1.744
H -2.330 0.918 -0.408
H -3.278 -1.017 3.280
H -3.815 1.544 2.968
H -0.627 -0.931 2.903
H -1.838 0.926 4.071
H -2.787 -1.938 1.810
H 5.458 0.602 0.467
H -0.235 -3.460 -1.530
H -0.417 0.857 -2.929
H -0.938 1.713 2.747
H -0.110 3.095 -3.694
H 4.809 -1.039 0.770
H -2.868 2.258 1.638
H 1.294 0.985 -3.551
H 4.059 0.397 1.588
H -4.344 0.011 1.089
H -0.155 3.162 -1.919
H -0.245 0.609 0.822

***

Entry from the Open Molecules 2025 dataset: C15H29ClNO6P2SbV as an isolated structure at a distorted geometry (ωB97M-V/def2-TZVPD).

Summary:
Gap between HOMO and LUMO, eV: 6.883
Total energy, eV: -93093.796
HOMO energy, eV: -18.01
Net charge: +3

Geometry (Å):
Sb -1.373 -1.379 3.000
V 0.404 0.497 0.066
Cl 0.356 2.327 1.828
P -0.226 2.321 -1.537
P 0.796 -0.466 -2.160
O 1.584 1.490 1.184
O 0.105 1.725 3.108
O 1.563 -1.009 0.468
O -0.923 -0.144 0.536
O 0.474 -1.829 2.252
O 0.723 3.697 1.863
N 3.345 -1.331 2.838
C -1.389 1.872 -5.417
C -2.242 -3.174 2.385
C -1.683 3.191 -0.919
C -0.907 0.602 -5.708
C 0.326 -2.204 -2.183
C 1.516 -1.718 1.512
C -2.716 0.225 2.814
C -0.256 -0.146 -4.736
C -0.093 0.391 -3.463
C -1.223 2.416 -4.150
C 1.117 3.521 -1.653
C -0.588 -1.392 4.928
C 2.571 -0.357 -2.465
C -0.576 1.670 -3.171
C 2.781 -2.385 2.007
H 3.115 -0.960 -1.740
H -2.893 -3.509 3.195
H -3.421 0.000 3.621
H -2.836 -3.021 1.487
H 0.891 -2.758 -1.436
H -1.965 3.945 -1.658
H -1.410 -1.305 5.641
H 1.299 3.995 -0.688
H -1.458 3.711 0.012
H 2.919 0.675 -2.416
H 2.763 -0.734 -3.473
H 0.567 -2.615 -3.166
H 0.113 -1.133 -4.985
H 2.528 -3.275 2.579
H -1.461 -3.914 2.221
H 4.188 -0.933 2.449
H -0.041 -2.318 5.089
H -2.228 1.174 3.009
H -0.744 -2.313 -2.011
H 0.073 -0.531 5.032
H 0.819 4.283 -2.379
H -3.212 0.199 1.849
H -2.517 2.504 -0.783
H -1.042 0.189 -6.699
H 3.521 -1.637 3.784
H 3.408 -2.674 1.164
H 2.032 3.047 -2.005
H -1.600 3.410 -3.946
H -1.897 2.444 -6.182

***

> The lowest total energy belongs to which entry?

C15H29ClNO6P2SbV

***

> Which value of total energy does entry 2 give?

-25434.114 eV

***

Repeat the second record exactly.
Entry from the Open Molecules 2025 dataset: C15H28N4Pd as an isolated structure (ωB97M-V/def2-TZVPD).

Summary:
Energy relative to the best compared isomer or geometry (same formula, charge and spin), kcal per mole: 0.0
Gap between HOMO and LUMO (alpha / beta), eV: 7.727 / 7.728
Total energy, eV: -25434.114
HOMO energy (alpha / beta), eV: -14.53 / -14.53
Net charge: +2

Geometry (Å):
Pd -1.006 -0.160 0.453
N -1.982 1.565 -0.815
N -0.706 -0.935 -1.648
N -2.959 -1.013 0.060
N 3.258 -1.347 0.619
C -1.707 1.300 -2.234
C 0.818 2.555 2.687
C 2.746 1.743 1.514
C 2.261 -2.093 1.440
C 2.641 -0.154 -0.111
C 2.185 2.596 2.450
C -1.875 -1.779 -2.025
C 0.588 0.823 1.001
C -2.704 -2.181 -0.813
C -0.572 0.297 -2.458
C -3.397 1.425 -0.415
C 4.459 -0.994 1.438
C 0.030 1.694 1.935
C 1.968 0.820 0.806
C -3.888 -0.011 -0.549
H -4.874 -0.089 -0.091
H 0.366 3.217 3.413
H 0.133 -1.485 -1.776
H 3.812 1.800 1.325
H 2.810 3.299 2.983
H -0.534 0.059 -3.525
H -2.481 -1.228 -2.743
H 3.459 0.301 -0.669
H 1.411 -2.354 0.813
H -1.653 2.487 -0.559
H -1.435 2.220 -2.753
H 4.139 -0.392 2.283
H -4.023 -0.268 -1.599
H 2.734 -2.990 1.831
H -3.383 -1.355 0.916
H -3.474 1.754 0.622
H -1.543 -2.681 -2.540
H 0.378 0.760 -2.184
H -1.055 1.723 2.076
H -2.161 -2.916 -0.217
H 1.930 -0.587 -0.812
H -3.636 -2.646 -1.146
H -4.057 2.065 -1.010
H 5.163 -0.444 0.819
H 3.583 -1.979 -0.113
H 4.913 -1.917 1.792
H 1.937 -1.450 2.253
H -2.619 0.948 -2.718

***

> Which value of total energy does entry 4 give?

-93093.796 eV